# 1
Below is a molecular structure, C18H51NO21SZn at a distorted geometry, with properties calculated with wB97M-V/def2-TZVPD.

Geometry as XYZ:
```
93
Properties=species:S:1:pos:R:3:mulliken_charge:R:1
Zn -0.763 -1.963 2.049 0.39
S -0.279 0.403 -0.324 -0.23
O 0.342 1.668 0.112 1.15
O 0.480 -0.230 -1.425 0.76
O -0.232 -0.560 0.776 -0.23
O -1.649 0.678 -0.821 -0.33
O -1.530 -3.330 3.340 -0.82
C -0.584 -4.353 3.315 -0.46
C 0.870 -3.940 2.951 -0.58
O 0.960 -2.987 1.940 -0.72
H -0.926 -5.130 2.596 0.23
H -0.584 -4.892 4.283 0.31
H 1.450 -4.859 2.766 0.27
H 1.277 -3.465 3.865 0.27
C 2.604 2.465 2.424 -0.03
C 2.468 3.026 3.826 -0.61
O 3.538 3.929 4.111 -0.60
O 1.864 1.295 2.221 -0.52
H 3.674 2.257 2.282 0.30
H 2.369 3.225 1.666 0.16
H 2.597 2.215 4.545 0.30
H 1.500 3.496 4.026 0.20
H 3.531 4.634 3.456 0.32
H 1.392 1.342 1.354 -0.02
C -0.811 -3.784 -4.250 -0.82
C -0.050 -2.684 -3.570 -0.12
O -0.558 -2.531 -2.259 -0.43
O -2.123 -3.418 -4.662 -0.58
H -0.855 -4.623 -3.531 0.26
H -0.298 -4.346 -5.035 0.45
H -0.071 -1.751 -4.142 0.22
H 1.010 -2.967 -3.502 0.21
H -0.256 -1.658 -1.917 -0.03
H -2.616 -3.305 -3.842 0.32
C 2.461 1.658 -2.876 -0.06
C 3.547 1.849 -1.843 0.05
O 4.753 1.256 -2.355 -0.58
O 2.321 0.319 -3.324 -0.62
H 2.662 2.269 -3.763 0.44
H 1.510 2.021 -2.473 -0.24
H 3.247 1.445 -0.871 -0.05
H 3.762 2.916 -1.709 0.36
H 5.402 1.402 -1.660 0.32
H 1.526 0.022 -2.841 0.16
C -4.011 -1.856 -0.638 -0.34
C -3.301 -2.941 0.166 -0.65
O -1.918 -2.732 0.277 -0.05
O -3.876 -0.547 -0.073 -0.64
H -5.087 -2.031 -0.668 0.44
H -3.562 -1.846 -1.640 0.18
H -3.472 -3.881 -0.384 0.45
H -3.731 -3.082 1.157 0.34
H -1.529 -2.685 -0.615 0.07
H -3.011 -0.193 -0.360 0.27
C -3.401 1.610 -3.379 -0.40
C -2.865 2.982 -2.989 -0.46
O -2.554 3.096 -1.610 -0.60
O -2.408 0.592 -3.389 -0.55
H -3.817 1.639 -4.389 0.38
H -4.176 1.318 -2.658 0.19
H -3.647 3.734 -3.152 0.39
H -2.004 3.265 -3.608 0.18
H -2.075 2.293 -1.315 0.29
H -2.108 0.467 -2.465 0.49
C -2.195 0.527 3.079 -0.04
C -1.133 0.317 4.129 -0.67
O -0.115 -0.526 3.537 -0.33
O -2.620 -0.675 2.427 -0.54
H -1.978 1.299 2.341 0.10
H -3.095 0.846 3.637 0.44
H -1.373 -0.278 5.010 0.34
H -0.681 1.256 4.453 0.29
H 0.621 -0.006 3.165 0.22
H -3.151 -0.445 1.645 0.32
C 0.005 5.151 -0.001 -0.34
C -0.419 4.801 1.418 -0.38
O -0.963 3.509 1.514 -0.58
O 1.112 4.417 -0.516 -0.60
H 0.296 6.205 -0.049 0.47
H -0.882 5.009 -0.631 0.10
H -1.181 5.525 1.724 0.45
H 0.422 4.931 2.118 0.04
H -0.525 2.915 0.867 0.09
H 0.899 3.479 -0.378 -0.05
O 4.236 -2.274 -1.811 -0.72
C 3.581 -2.599 -0.825 0.81
N 2.399 -2.072 -0.479 0.41
C 4.035 -3.731 0.081 -1.08
H 2.003 -1.203 -0.855 -0.48
H 1.906 -2.444 0.344 0.21
H 4.601 -4.449 -0.516 0.36
H 3.182 -4.296 0.466 0.21
H 4.638 -3.407 0.928 0.22
```

Summary:
Kohn-Sham gap	6.23	eV
energy	-123237.0085	eV
molar mass	715.0	g/mol
charge	-2

---

# 2
Below is a molecular structure, C34H35As2Br2N4O2Re at a distorted geometry, with properties calculated with wB97M-V/def2-TZVPD.

Geometry as XYZ:
```
80
Properties=species:S:1:pos:R:3:mulliken_charge:R:1
Re 0.037 -0.121 0.181 2.27
C 2.560 -0.981 5.308 -0.55
C 2.883 -1.334 4.005 -1.17
C 1.949 -1.200 2.991 -0.07
C 0.680 -0.720 3.289 0.26
C 0.348 -0.360 4.597 -0.63
C 1.293 -0.488 5.599 -0.71
N -0.293 -0.543 2.231 1.80
N -1.474 -0.557 2.670 -1.18
C -2.444 -0.222 1.745 0.20
C -3.775 -0.278 2.130 -0.31
C -4.741 0.046 1.198 -0.50
C -4.339 0.399 -0.085 -0.92
C -2.995 0.428 -0.396 -0.49
N -2.042 0.145 0.511 0.24
H 3.295 -1.083 6.095 0.47
H 3.871 -1.710 3.776 0.47
H 2.210 -1.471 1.977 0.69
H -0.628 0.042 4.819 0.52
H 1.043 -0.194 6.609 0.44
H -4.014 -0.572 3.142 0.58
H -5.790 0.019 1.460 0.46
H -5.062 0.649 -0.848 0.52
H -2.662 0.683 -1.388 0.54
C 3.997 -0.457 0.303 -1.34
As 2.458 0.124 -0.721 1.10
C 2.914 -0.700 -2.415 -1.59
C 2.733 2.011 -0.997 0.11
C 3.597 2.516 -1.964 -1.11
C 3.764 3.887 -2.088 -0.78
C 3.086 4.753 -1.239 -0.87
C 2.233 4.251 -0.266 -1.20
C 2.048 2.879 -0.152 0.51
As 0.946 2.052 1.205 1.15
C 2.217 2.004 2.670 -1.07
C -0.306 3.336 1.943 -1.40
H 4.884 -0.164 -0.258 0.55
H 3.976 -1.543 0.403 0.46
H 4.030 0.002 1.286 0.26
H 4.000 -0.693 -2.508 0.65
H 2.475 -0.160 -3.249 0.41
H 2.576 -1.736 -2.421 0.38
H 4.144 1.851 -2.622 0.48
H 4.431 4.283 -2.843 0.46
H 3.226 5.821 -1.332 0.46
H 1.720 4.939 0.396 0.39
H 2.654 3.002 2.729 0.54
H 3.001 1.279 2.492 0.08
H 1.716 1.770 3.608 0.46
H -0.071 4.344 1.606 0.41
H -0.209 3.297 3.027 0.48
H -1.326 3.088 1.658 0.38
C 0.110 -1.224 -5.286 -1.45
C -0.118 -0.105 -4.311 0.69
C -0.333 1.206 -4.714 -0.67
C -0.571 2.179 -3.763 -0.93
C -0.560 1.825 -2.426 -0.07
Br -1.125 3.135 -1.207 0.09
N -0.284 0.583 -1.988 0.27
C -0.099 -0.350 -2.948 -0.81
H 0.011 -0.875 -6.311 0.44
H -0.614 -2.024 -5.135 0.35
H 1.109 -1.648 -5.172 0.28
H -0.337 1.465 -5.765 0.48
H -0.791 3.199 -4.044 0.56
H 0.091 -1.349 -2.594 0.81
Br -0.217 -8.713 -0.148 0.15
C -0.114 -6.901 -0.170 0.19
C 0.758 -6.241 0.739 -0.62
C 0.815 -4.876 0.724 -0.45
C 0.007 -4.152 -0.177 0.31
C -0.857 -4.804 -1.078 -0.35
C -0.917 -6.169 -1.090 -0.63
C 0.056 -2.673 -0.154 0.02
O 1.024 -2.057 0.395 -0.29
O -0.835 -1.956 -0.689 -0.75
H 1.357 -6.826 1.424 0.49
H 1.467 -4.340 1.401 0.55
H -1.472 -4.217 -1.746 0.56
H -1.563 -6.702 -1.774 0.49
```

Summary:
Kohn-Sham gap (spin up / spin down)	7.42 / 3.68	eV
energy	-309749.1599	eV
molar mass	1027.5	g/mol
charge	+3
2S+1	2